No. 1
The following is a DFT calculation (wB97M-V/def2-TZVPD) of a cluster of 2 separate species, C3H10S2 in total.

Geometry as XYZ:
```
15
Properties=species:S:1:pos:R:3:forces:R:3:lowdin_spin:R:1
C -2.4594 0.0620 -1.5857 1.921 1.695 -0.251 0.04
S -2.7184 -0.7181 -0.0333 1.451 -3.107 0.666 0.37
H -1.4699 0.6181 -1.4563 -1.375 -0.424 -0.855 0.02
H -3.2971 0.7184 -1.8527 0.378 -0.088 -0.001 0.01
H -2.3629 -0.7125 -2.2919 0.335 -0.643 -1.219 0.02
H -3.5091 0.1901 0.2018 -2.660 2.552 1.719 0.01
C 2.2668 -0.0345 1.8892 -3.284 -0.272 0.655 0.02
S 1.3839 0.4886 0.3516 0.775 0.076 0.314 0.35
C 2.7968 0.4037 -0.8108 0.010 -1.583 -0.580 0.07
H 2.2433 -1.1030 2.0975 -0.566 -0.282 -0.327 0.00
H 3.2715 0.1329 1.7497 2.281 1.285 0.226 0.00
H 1.7044 0.4602 2.7456 1.326 -0.347 -0.990 0.01
H 2.2693 0.3643 -1.8062 0.921 0.860 0.745 0.04
H 3.1650 -0.6500 -0.7632 0.022 0.548 0.160 0.02
H 3.7121 1.0661 -0.6739 -1.535 -0.272 -0.260 0.02
```
Forces are in eV/Å.

For the gap between HOMO and LUMO (alpha / beta), the calculation gives 2.113 / 8.696 eV. The total charge is -1. As for the HOMO energy (alpha / beta): 1.3 / -5.1 eV. As for the largest force on an atom: 4.07 eV Å⁻¹. The LUMO energy (alpha / beta) is 0.1250 / 0.1314 Ha. The energy relative to the best compared isomer or geometry (same formula, charge and spin) comes out at 64.7 kcal per mole. Its multiplicity is 2. As for the expectation value of S²: 0.75. As for the energy: -24940.944 eV.

---

No. 2
The following is a DFT calculation (wB97M-V/def2-TZVPD) of a cluster of 2 separate species, C3H10S2 in total.

Geometry as XYZ:
```
15
Properties=species:S:1:pos:R:3:forces:R:3:lowdin_charge:R:1
C 0.3621 0.6497 -1.4313 -0.803 -0.709 -0.509 -0.42
S -1.2752 0.1185 -0.8469 -0.491 0.416 0.311 0.67
C -2.2773 -0.0263 -2.3777 2.083 0.013 0.412 -0.41
H 0.9194 -0.2875 -1.5495 0.397 0.670 -0.171 0.03
H 0.2780 1.2209 -2.3737 0.144 -0.312 0.476 0.04
H 0.7317 1.2798 -0.6379 0.443 0.086 0.091 0.01
H -2.0155 0.8504 -2.9829 -0.566 -0.170 0.043 0.03
H -3.2919 -0.0121 -1.9864 -0.060 -0.359 -0.650 0.02
H -1.8637 -0.9268 -2.8742 -1.159 0.357 0.012 0.04
C 1.8334 -0.2791 3.1543 -0.205 -1.671 -0.613 -0.49
S 0.1076 -0.4410 2.6474 -1.255 0.186 0.314 0.59
H 2.2438 -1.2958 3.1606 0.319 0.270 -0.462 0.02
H 1.8381 -0.0821 4.2365 0.044 1.022 -0.686 0.03
H 2.2868 0.3536 2.3810 0.525 0.097 1.159 0.02
H 0.1227 -1.1224 1.4809 0.584 0.105 0.273 -0.18
```
Forces are in eV/Å.

For the gap between HOMO and LUMO, the calculation gives 9.216 eV. As for the SMILES: CSC.CS. The total charge is 0. As for the HOMO energy: -8.4 eV. As for the largest force on an atom: 2.12 eV Å⁻¹. The LUMO energy is 0.0311 Ha. The energy relative to the best compared isomer or geometry (same formula, charge and spin) comes out at 22.6 kcal per mole. As for the energy: -24942.718 eV.

---

No. 3
The following is a DFT calculation (wB97M-V/def2-TZVPD) of a cluster of 2 separate species, C3H10S2 in total.

Geometry as XYZ:
```
15
Properties=species:S:1:pos:R:3:forces:R:3:lowdin_charge:R:1
C -1.9044 1.4664 -1.7671 -1.320 3.406 -1.664 -0.54
S -1.7191 0.3204 -0.4555 1.384 0.127 1.088 0.72
C -0.1836 1.0696 0.2836 0.254 -0.151 -0.312 -0.39
H -3.0497 1.5112 -2.0395 2.333 0.117 0.452 0.07
H -1.4496 2.5983 -1.6734 -1.596 -2.527 0.765 0.09
H -1.3458 1.2361 -2.6541 0.025 -0.897 -0.604 0.00
H 0.8281 0.6024 0.1209 -1.257 0.164 -0.344 0.02
H -0.3099 1.1332 1.3515 -0.151 -0.042 0.399 0.02
H -0.2003 2.0867 -0.1181 0.336 -0.193 0.229 0.01
C 1.2053 -2.3799 1.2550 -1.020 -0.322 -2.848 -0.55
S 2.7691 -1.6061 1.6429 0.990 1.441 -1.552 0.58
H 0.6923 -2.1111 2.1682 -1.078 -1.064 -0.222 -0.01
H 1.2871 -3.4793 0.8802 -0.116 1.814 1.444 0.06
H 0.6960 -1.8718 0.3233 0.918 -0.701 2.047 0.05
H 2.6845 -0.5760 0.6824 0.300 -1.173 1.122 -0.14
```
Forces are in eV/Å.

For the gap between HOMO and LUMO, the calculation gives 9.533 eV. As for the SMILES: CSC.CS. The total charge is 0. As for the HOMO energy: -8.7 eV. As for the largest force on an atom: 4.01 eV Å⁻¹. The LUMO energy is 0.0303 Ha. The energy relative to the best compared isomer or geometry (same formula, charge and spin) comes out at 40.1 kcal per mole. As for the energy: -24941.957 eV.